(1)
126
Properties=species:S:1:pos:R:3:mulliken_charge:R:1 method="wB97M-V/def2-TZVPD" e_homo_ev=-8.3 relative_energy_kcal_mol=19.6 charge=0
C -0.02546 -0.08321 -0.23828 0.830
O 1.18254 0.36779 0.27572 2.775
H -0.36846 -0.98521 0.28672 -0.255
H -0.22546 -0.23421 -1.24628 0.272
H -0.69246 0.71179 -0.11928 -0.403
H 1.10954 0.89379 0.98972 -1.690
C 4.05554 0.42879 1.56572 0.298
O 4.41254 1.76479 1.42672 -0.602
H 3.55154 -0.00021 0.71872 -0.471
H 3.32054 0.39579 2.40672 -0.124
H 4.98554 -0.16921 1.78572 0.406
H 3.63154 2.24579 1.42372 0.183
C 0.35254 1.33579 -4.27928 -0.612
O 0.67554 0.24679 -3.39628 -0.026
H 0.26454 2.25479 -3.71628 0.014
H -0.59646 1.20379 -4.75728 0.227
H 1.20954 1.31379 -5.00828 0.307
H 1.05354 -0.44021 -3.99628 0.192
C -1.36246 -2.11621 3.50572 0.246
O -0.77546 -1.78821 2.29472 -0.740
N -1.32746 -3.34821 3.98972 -0.314
N -2.03446 -1.28721 4.21972 -0.368
H -0.77246 -4.04021 3.48772 0.163
H -1.65646 -3.81821 4.84572 0.227
H -2.29046 -0.44021 3.74972 0.161
H -2.69946 -1.47921 4.93872 0.277
C 0.75254 -4.79421 1.39972 0.449
O 0.37654 -4.95921 2.73072 -0.898
N 0.62554 -3.65421 0.81172 1.388
N 1.11354 -5.81021 0.67772 -0.444
H 0.16354 -2.96321 1.40772 -0.680
H 1.62254 -3.30221 0.43572 -0.239
H 1.37854 -5.76821 -0.33628 0.293
H 1.21154 -6.75121 1.07772 0.235
C 3.30554 -2.58921 -0.73228 0.303
O 4.03354 -3.46921 -1.42228 -0.822
N 2.58554 -1.60521 -1.20228 0.721
N 3.10454 -2.74321 0.50472 -0.309
H 2.84854 -1.29721 -2.15428 0.211
H 2.08154 -0.92221 -0.58828 -1.273
H 3.67054 -3.56121 0.92772 0.332
H 2.72254 -2.10721 1.22272 0.111
C -2.06446 -4.91821 -1.08528 0.376
O -3.27146 -4.79721 -1.66128 -0.747
N -1.37146 -3.84921 -0.74928 0.713
N -1.43846 -6.02521 -0.84828 -0.294
H -1.90746 -2.97121 -0.81028 -0.555
H -0.61646 -3.83121 -0.03328 0.593
H -2.03946 -6.85621 -0.69028 0.311
H -0.56646 -6.03421 -0.35928 0.237
C 2.30054 4.40179 1.51472 -0.020
O 1.92654 3.09279 1.13872 -0.195
N 1.60654 4.99179 2.42172 -0.307
N 3.26054 5.06479 0.99172 -0.353
H 0.87854 4.36979 2.89772 0.286
H 1.62454 6.02579 2.54272 0.225
H 3.83554 4.53379 0.25572 0.300
H 3.24654 6.10679 1.01372 0.278
C 0.67554 -3.34521 -3.51728 0.298
O 1.16154 -2.31221 -4.35628 -0.870
N 0.72354 -3.22521 -2.23528 0.756
N 0.15154 -4.35921 -4.05228 -0.199
H 1.36554 -2.44921 -1.90828 -0.285
H -0.17946 -3.42421 -1.71128 -0.036
H 0.11754 -4.36821 -5.04528 0.327
H 0.22354 -5.28321 -3.53628 0.218
C -2.15246 -1.70221 -2.80428 -1.867
C -3.02646 -1.04921 -1.76328 1.963
C -4.51446 -1.46221 -1.95228 -1.661
O -2.58146 -1.31321 -0.57728 0.046
H -1.19846 -1.32821 -2.66828 0.471
H -2.46846 -1.46121 -3.84428 0.516
H -2.17346 -2.81121 -2.81328 0.236
H -2.94146 0.09479 -1.82128 -0.679
H -4.75246 -1.23421 -3.02728 0.330
H -5.05046 -0.80921 -1.27628 0.381
H -4.68046 -2.50221 -1.69428 0.293
H -2.99446 -0.69521 0.06372 -0.554
C -2.18346 3.07079 -1.38628 -0.009
C -0.86146 3.25779 -0.79828 1.935
C -0.40946 4.62179 -1.16828 -0.767
O -0.75146 3.27579 0.47672 -0.604
H -2.58646 2.08879 -1.20128 -1.093
H -2.10546 3.29779 -2.46228 0.429
H -2.87646 3.74579 -0.91528 0.368
H -0.20546 2.52379 -1.23428 -0.506
H 0.51854 4.84279 -0.52528 -0.012
H -1.24246 5.30379 -0.92028 0.354
H -0.07746 4.83079 -2.20628 0.259
H 0.24954 3.37579 0.59372 -0.550
C 3.07454 1.90979 -1.69728 0.562
C 3.83854 3.16179 -2.00528 -0.001
C 3.12154 4.45279 -2.42428 -1.012
O 4.63354 3.54879 -1.15028 -0.590
H 3.76254 1.16179 -1.30428 0.234
H 2.56454 1.40779 -2.66928 -0.012
H 2.32854 2.08179 -0.98028 -0.673
H 4.44954 2.77179 -2.79128 0.456
H 2.58654 4.78479 -1.52828 -0.064
H 2.50854 4.29479 -3.27728 0.368
H 3.82954 5.29579 -2.65328 0.354
H 5.29954 2.89479 -0.88028 0.337
C -4.98246 1.73479 -0.16028 -1.435
C -4.32646 1.23879 1.06272 0.751
C -4.98246 -0.03321 1.66472 -1.501
O -3.08946 0.95179 0.94272 -0.564
H -4.75846 2.82579 -0.36828 0.266
H -6.06746 1.68779 -0.03628 0.416
H -4.69646 1.30379 -1.06828 0.266
H -4.34346 2.03179 1.81772 0.562
H -5.90546 0.35079 1.95672 0.655
H -4.49946 -0.36121 2.57072 0.177
H -5.24546 -0.86821 0.97672 0.245
H -2.51046 1.71279 0.98872 -0.004
C 1.83654 1.81579 4.68172 -1.461
C 0.47954 1.20979 4.49972 0.629
C 0.04054 1.07279 3.05272 0.102
O 0.34654 0.01479 4.96572 -0.757
H 2.05054 2.13779 5.68572 0.450
H 1.88354 2.71079 4.10672 0.151
H 2.62854 1.24379 4.32072 0.352
H -0.21846 1.89879 4.94972 0.182
H 0.70954 0.34379 2.53972 0.167
H -0.06046 1.85579 2.42872 0.130
H -1.04846 0.72179 3.03272 -0.652
H -0.38946 -0.50321 4.58372 0.223

(2)
117
Properties=species:S:1:pos:R:3:mulliken_charge:R:1 method="wB97M-V/def2-TZVPD" e_homo_ev=-5.8 relative_energy_kcal_mol=773.6 charge=0
C 16.64404 -6.97880 15.64323 -0.955
C 16.53500 -7.80849 16.93564 -0.472
C 16.71807 -9.34200 16.62322 -0.802
O 15.63530 -9.80823 15.85358 -0.252
C 15.84226 -10.32910 14.56599 -0.964
N 17.45962 -7.21055 17.89172 -0.079
H 15.82198 -7.16923 14.95328 0.424
H 17.55303 -7.30156 15.13562 0.521
H 16.63551 -5.91155 15.86461 0.330
H 15.54121 -7.79094 17.38305 1.227
H 16.58048 -9.86095 17.57183 -0.086
H 17.69753 -9.51677 16.17802 0.609
H 16.35724 -11.28506 14.66102 0.307
H 16.43068 -9.70684 13.89171 0.342
H 14.96722 -10.33698 13.91613 0.307
H 18.39570 -7.42870 17.58144 0.599
H 17.54774 -7.64060 18.80132 -0.508
C 17.55111 -3.73311 19.68240 -2.013
C 17.26094 -5.02039 18.93901 0.527
C 16.59939 -4.69829 17.60101 0.096
O 15.32102 -4.24454 17.86593 -0.362
C 14.57337 -3.86388 16.76923 -1.275
N 18.58826 -5.63095 18.73503 -0.761
H 18.00073 -3.87936 20.66452 0.413
H 16.62853 -3.15621 19.74658 0.274
H 18.23872 -3.07359 19.15294 0.437
H 16.48918 -5.61503 19.42777 2.686
H 16.57116 -5.56261 16.93749 -1.051
H 17.10637 -3.90512 17.05151 0.838
H 14.70690 -4.52179 15.91049 0.439
H 14.83085 -2.84783 16.47018 0.422
H 13.49247 -3.96485 16.86699 0.426
H 18.89981 -5.80266 19.68031 0.344
H 18.49696 -6.38567 18.07008 0.397
C 14.40033 -4.82919 20.19715 0.723
C 13.86374 -5.50056 21.44693 -0.944
C 12.50364 -4.85779 21.93071 -1.264
O 12.50727 -3.42957 21.84461 -0.343
C 11.29574 -2.78870 21.68297 -0.776
N 13.70457 -6.89711 21.19728 -0.028
H 13.62033 -5.03744 19.46480 -0.334
H 15.39641 -5.19657 19.95022 -2.153
H 14.40791 -3.74033 20.24643 0.773
H 14.59143 -5.43971 22.25617 0.678
H 12.18461 -5.10050 22.94432 0.545
H 11.83496 -5.36285 21.23366 0.490
H 10.71196 -3.01591 22.57497 0.333
H 10.70690 -3.06404 20.80801 0.285
H 11.52381 -1.72395 21.63402 0.245
H 14.10183 -7.07803 20.28648 -0.377
H 12.73146 -7.09681 21.01490 0.676
C 18.34496 -10.49331 21.52888 -1.173
C 17.53804 -9.90703 22.69346 1.212
C 16.06923 -10.34258 22.58826 -1.296
O 15.46376 -9.76245 21.42323 1.220
C 14.07319 -9.40271 21.56285 -1.264
N 18.23929 -10.28087 23.91819 -0.804
H 19.43034 -10.39300 21.52879 0.368
H 17.90783 -10.10069 20.61081 -0.105
H 18.19839 -11.56857 21.63103 0.256
H 17.65191 -8.82721 22.59801 -0.128
H 15.56430 -9.98453 23.48544 0.316
H 16.00996 -11.43085 22.60442 0.458
H 14.04886 -8.61928 22.32032 0.823
H 13.45106 -10.28530 21.71146 0.656
H 13.80562 -8.86938 20.65067 0.004
H 19.20569 -9.98746 23.92711 0.279
H 18.21610 -11.28174 24.05167 0.272
C 9.26122 -6.64064 17.56037 -1.635
C 10.62494 -7.28852 17.56148 0.373
C 11.76177 -6.24866 17.68586 -0.345
O 13.00455 -6.97591 17.64161 -0.297
C 14.19252 -6.13703 17.67080 -0.801
N 10.64963 -8.25951 18.65405 -0.738
H 9.16435 -5.86964 18.32475 0.327
H 8.47568 -7.35464 17.80780 0.411
H 9.03665 -6.09716 16.64260 0.374
H 10.58352 -7.92227 16.67562 0.227
H 11.76295 -5.75881 18.65959 0.015
H 11.85496 -5.64341 16.78415 0.296
H 15.11338 -6.64411 17.38272 0.302
H 14.35281 -5.54199 18.56987 0.051
H 14.07883 -5.39316 16.88223 -0.268
H 11.61239 -8.48203 18.86302 -0.124
H 10.13073 -9.11857 18.54065 0.339
C 12.53040 -12.55849 19.66859 -1.693
C 13.75140 -11.66677 19.77893 2.344
C 15.02497 -12.58306 19.63887 -0.724
O 15.13723 -13.39962 20.75066 -0.399
C 16.45866 -13.93674 20.87366 -0.515
N 13.69576 -10.56685 18.81788 -0.142
H 11.60056 -11.99142 19.71265 0.468
H 12.52585 -13.23301 20.52481 0.381
H 12.38504 -13.15468 18.76774 0.311
H 13.78143 -11.16693 20.74710 -1.251
H 15.94281 -12.01478 19.48812 0.080
H 14.91090 -13.06701 18.66888 0.618
H 16.80729 -14.67880 20.15539 0.332
H 16.47781 -14.35395 21.88047 0.281
H 17.17204 -13.11267 20.88476 0.030
H 12.81916 -10.06809 18.87181 0.482
H 14.48746 -9.94326 18.88456 -0.219
O 17.14146 -7.91973 19.82901 -0.954
H 16.52112 -7.54582 20.45479 -0.369
H 17.92447 -7.37560 19.91299 0.969
O 14.58806 -7.54573 19.37710 -0.535
H 15.35396 -7.13623 18.97468 -0.822
H 14.88109 -8.42702 19.60883 -0.432
O 15.94590 -6.80770 21.40252 -0.617
H 15.00103 -6.83470 21.25172 0.940
H 16.09692 -5.96389 21.82843 0.455
O 12.93160 -9.00651 18.67916 0.179
H 13.56086 -8.41968 19.09857 0.959
H 12.79716 -8.63169 17.80872 0.487
O 15.51521 -9.52184 19.54647 0.058
H 16.27337 -9.16415 19.08443 -0.701
H 15.86443 -9.81883 20.38676 -0.518